84
Properties=species:S:1:pos:R:3 method="wB97M-V/def2-TZVPD" gap_ev="1.79 / 9.75" multiplicity=2 homo_energy_ev="0.6 / -7.4" charge=-1 lumo_energy_ev="2.41 / 2.35"
O -3.597 0.197 -1.352
O 0.103 -1.687 3.935
O -3.081 -4.523 -1.509
O -4.038 -2.627 0.561
O 2.666 -3.172 3.524
O 3.206 0.881 -3.657
O 0.740 1.293 -4.891
O 1.013 -0.080 -1.155
O 1.981 -3.481 -3.315
O -0.487 4.835 0.825
C -3.924 2.468 -1.112
C 3.270 -2.436 1.112
C 1.790 -0.036 4.433
C 4.985 -2.885 2.903
C -3.128 1.439 -1.833
C 2.454 -2.185 -3.352
C 3.855 1.139 -4.820
C -0.805 0.514 4.269
C -1.986 3.014 1.565
C 0.326 2.160 -3.844
C -0.650 3.854 1.796
C -3.737 -2.196 1.934
C 0.423 -0.305 3.761
C -2.404 -3.474 -2.164
C -3.370 1.512 -3.353
C -0.304 -0.221 -0.438
C -0.693 4.710 3.032
C 3.576 -3.236 2.409
H -1.180 -0.473 -1.035
H -3.399 3.423 -1.087
H 0.320 5.073 3.203
H 0.868 0.210 -2.059
H 3.577 -4.239 1.983
H -4.418 -0.030 -1.796
H -1.926 -2.888 -1.379
H -4.181 2.277 -0.071
H -1.575 -3.966 -2.672
H -1.139 0.309 5.286
H 4.718 1.748 -4.551
H -4.407 1.307 -3.620
H -3.812 -3.107 2.527
H -1.700 0.319 3.677
H 3.697 1.356 -2.983
H 2.567 -1.706 -2.379
H -0.612 0.748 -0.044
H -4.535 -1.504 2.202
H 2.745 -4.051 -3.204
H -1.039 4.128 3.887
H 5.212 -1.857 3.187
H 0.221 3.199 1.822
H -2.339 2.582 2.501
H 5.640 -2.988 2.038
H -2.947 -2.801 -2.828
H -2.047 1.492 -1.705
H -1.271 5.634 3.023
H 3.359 -2.049 -3.943
H -4.293 -1.819 0.110
H -2.605 0.858 -3.771
H -0.532 2.662 -4.293
H 0.236 5.390 1.129
H 4.004 0.172 -5.301
H -2.511 -4.664 -0.749
H 3.746 -2.936 0.269
H -1.821 2.174 0.889
H 3.742 -1.464 1.254
H 5.350 -3.433 3.771
H 1.701 -1.538 -3.801
H -0.633 1.572 4.070
H -0.008 1.617 -2.960
H 0.976 2.978 -3.533
H -0.287 -0.863 0.443
H 2.660 -0.615 4.123
H 1.725 -0.208 5.507
H -2.741 3.680 1.146
H 3.249 1.710 -5.523
H 2.212 -2.265 0.913
H -4.897 2.646 -1.570
H 0.558 -0.159 2.689
H -2.767 -1.702 1.880
H 0.934 -2.151 3.814
H 1.576 0.902 -4.627
H -3.148 2.525 -3.686
H 2.080 1.002 4.269
H 2.916 -3.688 4.294

***

152
Properties=species:S:1:pos:R:3 method="wB97M-V/def2-TZVPD" gap_ev="2.39 / 6.09" multiplicity=2 homo_energy_ev="-0.5 / -4.2" charge=-1 lumo_energy_ev="1.92 / 1.92"
Cl -1.949 -0.003 -3.058
Cl -4.774 -0.076 -1.275
P -2.997 4.268 4.221
P -0.112 -3.088 1.981
P 3.056 1.898 1.096
P 3.227 -0.207 -4.913
O -1.205 -4.177 -6.417
O -4.916 -4.236 -0.433
O 3.298 0.469 0.699
O -1.539 4.245 4.580
O 0.541 -5.000 -5.437
O -2.343 -5.728 -2.487
O -0.285 -5.070 -2.080
O -1.215 1.743 -5.288
O -0.638 -0.172 -6.087
O -0.723 -2.275 0.893
O 2.535 0.859 -5.699
O -5.875 -3.291 -2.176
N -3.439 3.092 3.094
N 4.294 3.011 0.727
N 3.348 -1.698 -5.733
N -5.718 -3.446 -0.949
N -0.790 1.026 -6.235
N 2.335 -0.706 -3.486
N -4.195 4.177 5.498
N 0.510 -2.239 3.269
N -1.247 -4.128 2.590
N 1.192 -4.073 1.360
N 1.603 2.721 0.626
N -1.398 -5.439 -1.753
N -0.342 -4.173 -5.503
N -3.651 5.725 3.557
N 2.987 1.922 2.836
N 4.850 0.065 -4.378
C 1.806 -5.204 1.986
C -6.622 -2.775 -0.026
C 1.493 0.309 -2.908
C 3.401 -1.560 -7.168
C -0.288 -1.396 4.015
C -1.859 -5.345 -0.398
C 2.810 -1.783 -2.579
C 1.746 1.802 3.564
C -3.010 3.069 1.672
C -4.054 1.798 3.446
C -1.069 -5.307 3.491
C 5.626 2.499 0.413
C -2.724 -3.758 2.618
C -3.380 6.963 4.229
C -3.183 -0.010 -0.540
C 3.413 -3.073 -5.246
C 4.328 4.402 1.215
C -4.611 5.827 2.432
C -0.245 1.618 -7.526
C -0.575 -3.187 -4.487
C -1.962 -0.627 -1.387
C -5.607 4.206 5.259
C 0.458 1.809 0.630
C -3.813 4.425 6.815
C 5.064 0.823 -3.148
C 5.970 0.025 -5.293
C 1.906 -1.814 3.118
C 1.544 3.832 -0.405
C 4.260 1.536 3.552
C 1.834 -3.622 0.074
H 1.081 -3.037 -0.454
H -4.351 1.158 2.615
H 1.415 -5.283 3.000
H 2.263 -1.642 2.102
H 1.065 2.605 3.282
H -2.903 1.025 -0.347
H -5.399 5.084 2.558
H -0.114 1.950 1.546
H -2.102 -4.286 -0.304
H -2.524 3.999 1.377
H 0.163 -3.005 -3.706
H -0.248 2.140 -0.132
H 5.246 4.903 0.908
H 2.136 -0.930 3.714
H -4.135 5.797 1.451
H -0.626 -2.237 -5.019
H -3.880 5.501 6.977
H -2.311 2.239 1.574
H -2.125 -1.684 -1.595
H 2.604 -2.875 0.265
H 5.759 0.219 -2.565
H 2.349 3.678 -1.124
H -1.139 -1.982 4.362
H 0.792 1.302 -7.638
H 0.737 0.812 0.288
H 4.174 1.064 -2.568
H -3.392 -4.615 2.699
H -0.509 -4.898 4.331
H 6.288 -1.007 -5.441
H 3.834 -2.124 -2.728
H -0.626 -0.708 3.240
H 1.123 1.062 -3.604
H 2.451 -1.891 -7.589
H -3.292 -0.446 0.453
H -5.953 5.235 5.153
H 2.125 -4.481 -0.531
H 5.582 0.404 -6.238
H 0.242 -0.820 4.773
H -1.881 -5.844 3.981
H -2.693 6.817 5.062
H -0.596 -6.103 2.915
H -1.087 -5.624 0.320
H 2.596 -3.363 -4.586
H 0.557 -0.127 -2.559
H -2.782 4.152 7.042
H 5.471 1.802 -3.402
H 4.280 0.478 3.813
H 2.772 -1.302 -1.601
H 3.607 -0.552 -7.529
H 1.489 4.864 -0.060
H 4.248 2.038 4.519
H 2.077 0.765 -2.108
H -5.886 3.874 4.259
H 0.577 3.667 -0.881
H -2.802 -3.038 3.433
H 6.121 3.207 -0.252
H 5.182 1.874 3.077
H 4.125 -2.219 -7.648
H -3.073 7.802 3.605
H 5.615 1.502 -0.030
H -6.126 3.668 6.052
H 1.229 0.843 3.525
H -0.739 1.108 -8.353
H 2.284 -2.734 -2.664
H 3.663 5.051 0.644
H -2.690 -6.044 -0.310
H -6.661 -1.695 -0.175
H -4.350 3.833 7.555
H 1.660 -6.130 1.430
H 6.850 0.624 -5.057
H 2.876 -5.015 2.073
H -1.047 -0.549 -0.800
H 2.579 -2.599 3.464
H -5.187 6.732 2.624
H -3.855 2.750 1.060
H -3.144 -3.235 1.759
H 4.290 4.421 2.304
H -5.013 1.798 3.964
H 4.240 -3.220 -4.551
H 6.245 2.397 1.304
H -1.501 -3.357 -3.938
H -7.568 -3.195 -0.370
H -6.273 -2.924 0.996
H -0.397 2.696 -7.484
H 3.552 -3.822 -6.026
H -3.265 1.200 3.902
H 1.751 1.828 4.653
H -4.205 7.199 4.901

***

| no. | M (g mol⁻¹) |
| --- | --- |
| 1 | 432.64 |
| 2 | 1059.94 |